Entry 1:
The following is a DFT calculation (ωB97M-V/def2-TZVPD) of a cluster of 2 separate species, C4H8O in total.

The geometry in ORCA input format:
```
! RIJCOSX wB97M-V def2-TZVPD def2/J DEFGRID3
* xyz 1 2
O 1.698 1.140 1.522
C 1.176 1.857 0.739
H 1.284 2.957 0.775
H 0.494 1.503 -0.089
C -0.514 -1.474 0.601
C -0.886 -0.431 -0.334
C -0.307 -0.272 -1.591
H -1.396 -1.995 0.982
H 0.188 -2.193 0.196
H -0.039 -0.995 1.468
H -1.594 0.340 -0.029
H -0.398 0.618 -2.206
H 0.294 -1.055 -2.035
*
```

Calculated values
E_LUMO (alpha / beta)	-5.01 / -9.09	eV
HOMO energy (alpha / beta)	-15.18 / -14.62	eV
Kohn-Sham gap (alpha / beta)	0.374 / 0.203	hartree
total energy	-232.03875	Eh

So, what does the Löwdin scheme give us? The charges, in e, come out as: atom 1 (O): 0.095, atom 2 (C): -0.073, atom 3 (H): 0.124, atom 4 (H): 0.072, atom 5 (C): -0.029, atom 6 (C): -0.081, atom 7 (C): 0.195, atom 8 (H): 0.126, atom 9 (H): 0.104, atom 10 (H): 0.120, atom 11 (H): 0.139, atom 12 (H): 0.102, atom 13 (H): 0.107

Entry 2:
The following is a DFT calculation (ωB97M-V/def2-TZVPD) of a structure of composition C4H8S.

The geometry in ORCA input format:
```
! RIJCOSX wB97M-V def2-TZVPD def2/J DEFGRID3
* xyz 0 1
C -0.451 -0.689 0.716
C 0.188 0.797 0.336
C 0.971 0.161 -0.713
C 0.553 -1.261 -0.226
H -2.193 1.598 -0.223
H -0.681 -0.963 1.885
H 0.315 1.728 1.434
H -0.913 1.366 -0.224
H 0.596 0.787 -1.512
H 2.033 0.349 -0.703
H 0.232 -1.895 -0.911
H 1.340 -1.653 0.478
S -1.990 -0.324 -0.336
*
```

Calculated values
E_LUMO	-0.73	eV
HOMO energy	-8.04	eV
Kohn-Sham gap	0.269	hartree
total energy	-555.09934	Eh

So, what does the Löwdin scheme give us? The charges, in e, come out as: atom 1 (C): -0.556, atom 2 (C): -0.352, atom 3 (C): -0.252, atom 4 (C): -0.224, atom 5 (H): 0.133, atom 6 (H): 0.147, atom 7 (H): 0.188, atom 8 (H): -0.051, atom 9 (H): 0.106, atom 10 (H): 0.098, atom 11 (H): 0.041, atom 12 (H): 0.140, atom 13 (S): 0.583

Entry 3:
The following is a DFT calculation (ωB97M-V/def2-TZVPD) of a cluster of 2 separate species, C2H6N2O2 in total.

The geometry in ORCA input format:
```
! RIJCOSX wB97M-V def2-TZVPD def2/J DEFGRID3
* xyz 0 1
N -2.311 0.068 0.041
C -1.299 0.602 -0.691
O -0.645 1.576 -0.315
H -2.635 -0.870 -0.159
H -2.416 0.398 0.991
H -1.173 0.122 -1.674
N 2.352 -0.161 -0.012
C 1.216 -0.484 0.658
O 0.541 -1.479 0.385
H 2.592 -0.708 -0.827
H 2.769 0.755 0.091
H 1.010 0.181 1.511
*
```

Calculated values
E_LUMO	1.02	eV
HOMO energy	-9.90	eV
SMILES string	NC=O.NC=O
Kohn-Sham gap	0.402	hartree
total energy	-339.82223	Eh

So, what does the Löwdin scheme give us? The charges, in e, come out as: atom 1 (N): 0.119, atom 2 (C): -0.422, atom 3 (O): -0.033, atom 4 (H): 0.100, atom 5 (H): 0.107, atom 6 (H): 0.130, atom 7 (N): 0.121, atom 8 (C): -0.424, atom 9 (O): -0.034, atom 10 (H): 0.106, atom 11 (H): 0.100, atom 12 (H): 0.129

Entry 4:
The following is a DFT calculation (ωB97M-V/def2-TZVPD) of the molecule C3H7NSi.

The geometry in ORCA input format:
```
! RIJCOSX wB97M-V def2-TZVPD def2/J DEFGRID3
* xyz 0 1
H 2.353 2.723 -1.226
N 2.172 1.911 -0.608
C 1.024 1.802 -0.140
C 0.609 0.230 0.514
C -0.538 -0.217 -0.004
Si -1.181 -1.963 0.254
H 0.077 2.386 0.030
H 1.239 -0.054 1.297
H -1.179 0.260 -0.703
H -0.917 -2.778 1.549
H -1.015 -2.413 -1.203
H -2.644 -1.887 0.240
*
```

Calculated values
E_LUMO	1.02	eV
HOMO energy	-9.27	eV
SMILES string	[H]/N=C/C=C/[SiH3]
Kohn-Sham gap	0.378	hartree
total energy	-462.62814	Eh

So, what does the Löwdin scheme give us? The charges, in e, come out as: atom 1 (H): 0.060, atom 2 (N): 0.060, atom 3 (C): -0.216, atom 4 (C): -0.109, atom 5 (C): -0.362, atom 6 (Si): 0.605, atom 7 (H): 0.105, atom 8 (H): 0.055, atom 9 (H): 0.037, atom 10 (H): -0.064, atom 11 (H): -0.060, atom 12 (H): -0.110

Entry 5:
The following is a DFT calculation (ωB97M-V/def2-TZVPD) of a cluster of 3 separate species, C4H8O2 in total.

The geometry in ORCA input format:
```
! RIJCOSX wB97M-V def2-TZVPD def2/J DEFGRID3
* xyz 0 1
C -0.697 -1.980 -0.465
C -0.834 1.372 -0.722
C 0.161 1.682 0.102
O 0.024 1.605 1.455
C 2.295 -0.717 0.502
O 2.315 -0.222 1.525
H -1.578 -1.815 -1.088
H -0.889 -1.589 0.537
H -0.472 -3.047 -0.418
H -1.786 1.020 -0.336
H -0.706 1.467 -1.793
H 1.127 2.032 -0.266
H 0.895 1.636 1.867
H 0.144 -1.443 -0.901
*
```

Calculated values
E_LUMO	0.89	eV
HOMO energy	-9.09	eV
Kohn-Sham gap	0.367	hartree
total energy	-307.64100	Eh

So, what does the Löwdin scheme give us? The charges, in e, come out as: atom 1 (C): -0.070, atom 2 (C): -0.005, atom 3 (C): -0.318, atom 4 (O): -0.023, atom 5 (C): 0.039, atom 6 (O): 0.025, atom 7 (H): 0.019, atom 8 (H): 0.022, atom 9 (H): 0.018, atom 10 (H): 0.067, atom 11 (H): 0.057, atom 12 (H): 0.112, atom 13 (H): 0.076, atom 14 (H): -0.019

Entry 6:
The following is a DFT calculation (ωB97M-V/def2-TZVPD) of a structure of composition C20H30N2OPt.

The geometry in ORCA input format:
```
! RIJCOSX wB97M-V def2-TZVPD def2/J DEFGRID3
* xyz 0 1
Pt -0.692 1.013 -0.989
C 2.237 -0.927 1.751
C 1.548 0.332 1.291
C 0.668 1.028 2.130
C 0.239 0.440 3.454
C 0.118 2.245 1.711
C -0.788 3.029 2.628
C 0.409 2.757 0.435
C -0.190 4.071 -0.008
C 1.316 2.070 -0.411
C 1.870 2.762 -1.644
C 1.843 0.824 0.008
C 2.771 0.041 -0.886
H 1.769 -1.809 1.306
H 2.220 -1.032 2.832
H 3.283 -0.926 1.444
H 0.816 0.839 4.294
H 0.345 -0.641 3.464
H -0.810 0.657 3.651
H -1.841 2.781 2.463
H -0.680 4.100 2.470
H -0.565 2.830 3.674
H 0.338 4.922 0.436
H -1.236 4.135 0.286
H -0.153 4.174 -1.088
H 1.223 2.639 -2.514
H 2.855 2.376 -1.899
H 1.984 3.830 -1.460
H 3.821 0.244 -0.650
H 2.605 0.275 -1.935
H 2.602 -1.028 -0.771
C -3.147 -0.460 0.199
O -3.356 -0.029 -1.153
C -2.351 0.612 -1.741
C -2.803 1.008 -3.113
H -4.068 -0.954 0.502
H -2.943 0.400 0.831
H -2.295 -1.141 0.247
H -3.362 0.198 -3.585
H -1.955 1.300 -3.726
H -3.475 1.868 -3.024
N 0.151 -2.072 -2.224
C 0.052 -3.104 -1.333
C 0.087 -4.439 -1.785
C 0.027 -5.457 -0.867
C -0.064 -5.151 0.489
C -0.086 -3.814 0.830
N -0.025 -2.800 -0.034
H -0.102 -2.281 -3.175
H -0.160 -1.157 -1.892
H 0.165 -4.645 -2.845
H 0.053 -6.488 -1.199
H -0.117 -5.918 1.249
H -0.152 -3.525 1.876
*
```

Calculated values
E_LUMO	0.65	eV
HOMO energy	-7.11	eV
Kohn-Sham gap	0.285	hartree
total energy	-1084.12384	Eh

So, what does the Löwdin scheme give us? The charges, in e, come out as: atom 1 (Pt): 0.801, atom 2 (C): -0.037, atom 3 (C): -0.181, atom 4 (C): -0.184, atom 5 (C): -0.041, atom 6 (C): -0.203, atom 7 (C): -0.040, atom 8 (C): -0.287, atom 9 (C): -0.067, atom 10 (C): -0.342, atom 11 (C): -0.056, atom 12 (C): -0.232, atom 13 (C): -0.054, atom 14 (H): 0.061, atom 15 (H): 0.071, atom 16 (H): 0.082, atom 17 (H): 0.094, atom 18 (H): 0.066, atom 19 (H): 0.076, atom 20 (H): 0.093, atom 21 (H): 0.073, atom 22 (H): 0.073, atom 23 (H): 0.094, atom 24 (H): 0.077, atom 25 (H): 0.067, atom 26 (H): 0.074, atom 27 (H): 0.071, atom 28 (H): 0.079, atom 29 (H): 0.095, atom 30 (H): 0.073, atom 31 (H): 0.069, atom 32 (C): -0.085, atom 33 (O): -0.156, atom 34 (C): -0.508, atom 35 (C): -0.095, atom 36 (H): 0.087, atom 37 (H): 0.068, atom 38 (H): 0.061, atom 39 (H): 0.080, atom 40 (H): 0.055, atom 41 (H): 0.083, atom 42 (N): 0.123, atom 43 (C): -0.393, atom 44 (C): -0.035, atom 45 (C): -0.090, atom 46 (C): -0.093, atom 47 (C): -0.167, atom 48 (N): 0.102, atom 49 (H): 0.090, atom 50 (H): 0.002, atom 51 (H): 0.105, atom 52 (H): 0.104, atom 53 (H): 0.094, atom 54 (H): 0.103

Calculated strongest force on any atom (eV/A), listed in the same order as above: 0.76, 8.19, 1.50, 6.06, 1.40, 0.69